*one*
17
Properties=species:S:1:pos:R:3:lowdin_charge:R:1 method="wB97M-V/def2-TZVPD" smiles="C=C[C@H]1C[Si@@H]1C=C" e_lumo_ev=0.9 orbital_gap_ev=8.41
C 0.16990 0.14129 1.05940 -0.419
C 1.61711 0.21597 1.48013 -0.172
C -1.80195 -2.06915 -2.02069 -0.073
C -1.68437 -1.30504 -0.96689 -0.293
C -0.62385 1.29194 0.60418 -0.231
C 2.51871 1.15356 1.01697 -0.015
Si -0.39062 -0.00739 -0.80023 0.766
H -0.30364 -0.74558 1.39012 0.065
H 1.88540 -0.55055 2.21140 0.092
H -2.55282 -2.66285 -2.23996 -0.004
H -1.02989 -1.98969 -2.84650 0.078
H -2.42379 -1.26839 -0.13734 0.078
H -1.61624 1.40290 1.03294 0.062
H -0.06795 2.19717 0.67553 0.048
H 2.20402 2.11598 0.53219 0.065
H 3.51345 0.97679 1.23662 0.005
H 0.50523 0.15313 -1.80093 -0.052

***

*two*
17
Properties=species:S:1:pos:R:3:lowdin_charge:R:1 method="wB97M-V/def2-TZVPD" smiles="CC1=CC=C[Si@@H]1C" e_lumo_ev=0.6 orbital_gap_ev=8.86
C -1.90380 1.01491 -0.67765 -0.239
C -1.59406 -0.38485 -0.48064 -0.167
C -1.03621 1.86647 -0.14840 -0.131
C -0.44904 -0.78413 0.08831 -0.366
C -0.22642 -2.17086 0.51789 -0.156
C 2.30096 0.98412 -0.23077 -0.249
Si 0.64239 0.72585 0.62544 0.778
H -2.85040 1.24758 -1.22608 0.110
H -2.29020 -1.13897 -0.69418 0.089
H -1.17795 2.95548 -0.41269 0.051
H -1.01906 -2.88776 0.84195 0.084
H 0.55028 -2.39530 1.30827 0.078
H 0.27639 -2.74170 -0.27010 0.068
H 2.57565 0.06619 -0.66697 -0.017
H 2.19936 1.70189 -1.16813 0.075
H 3.05012 1.25096 0.56773 0.032
H 0.95198 0.69010 2.02602 -0.039

***

Energies in kJ/mol, measured from the most stable structure: *one* 133.9; *two* 0.0.

***

*one*
24
Properties=species:S:1:pos:R:3:lowdin_charge:R:1 method="wB97M-V/def2-TZVPD" e_lumo_ev=-4.0 orbital_gap_ev=8.63 total_charge=+1
C 0.48753 2.24328 0.57392 -0.044
C -1.17575 0.48715 -0.05643 -0.321
C 1.85139 0.40508 -0.21377 -0.351
C -0.86849 1.90495 0.26797 -0.070
C -2.18322 -0.15029 0.49155 -0.054
C -2.73136 -1.48307 0.01263 -0.048
C 2.01714 -1.98936 0.36449 0.106
C 2.21690 -0.71432 0.63954 -0.063
N 1.46850 1.50095 0.41835 0.200
N 2.33954 0.55923 -1.43433 0.233
O -0.37623 -0.02222 -1.04364 0.044
H -2.57820 0.21568 1.38977 0.106
H -1.36475 2.20161 1.16373 0.144
H -1.12581 2.62463 -0.38607 0.114
H -3.77759 -1.38594 -0.11643 0.072
H -2.56567 -2.20078 0.76353 0.070
H -2.52465 -1.75824 -1.01675 0.086
H -0.49645 -0.96564 -0.94989 0.095
H 2.18170 -2.78183 1.01365 0.066
H 1.48433 -2.21145 -0.52305 0.066
H 0.67851 3.18452 1.00800 0.141
H 2.50738 -0.39272 1.63927 0.133
H 1.80573 1.02645 -2.08607 0.101
H 2.72952 -0.29767 -1.91997 0.175

***

*two*
24
Properties=species:S:1:pos:R:3:lowdin_charge:R:1 method="wB97M-V/def2-TZVPD" smiles="CC1=[N+]2NC(=O)C[C@@H]2CCC1" e_lumo_ev=-4.1 orbital_gap_ev=9.81 total_charge=+1
C 1.08981 -0.37562 0.22171 -0.139
C -0.71449 2.03480 2.15969 -0.440
C 0.65134 -0.87903 -1.13822 -0.065
C -1.47739 2.05553 0.85617 0.009
C -0.86845 -1.08634 -1.15485 -0.128
C -1.58363 0.22932 -0.74585 -0.096
C -0.61297 1.15844 -0.00386 -0.276
C 2.43194 -0.68870 0.81298 0.042
N 0.34262 1.18442 2.05532 0.203
N 0.31422 0.50041 0.78441 0.024
O -0.87625 2.74039 3.14309 0.118
H 0.80017 0.03127 -1.78587 0.162
H 1.20104 -1.70473 -1.54531 0.128
H -2.43049 1.54319 1.15986 0.157
H -1.75902 3.02818 0.45767 0.154
H -1.20233 -1.29976 -2.13740 0.110
H -1.29230 -1.81525 -0.46988 0.126
H -2.11592 0.78063 -1.49829 0.136
H -2.34556 -0.07639 -0.10608 0.093
H -0.00291 1.71349 -0.64510 0.158
H 2.92536 -1.47784 0.25784 0.101
H 2.58248 -0.69084 1.83870 0.069
H 3.04932 0.14008 0.43694 0.125
H 1.20834 1.10220 2.70407 0.230

***

*three*
24
Properties=species:S:1:pos:R:3:lowdin_charge:R:1 method="wB97M-V/def2-TZVPD" smiles="CC(C)=CCc1[nH]c(O)c[nH+]1" e_lumo_ev=-3.0 orbital_gap_ev=9.75 total_charge=+1
C 2.54915 2.24038 0.58957 0.026
C 2.38271 1.94400 -0.74101 -0.231
C 0.49350 1.28186 0.39657 -0.138
C -0.92403 0.64812 0.71196 -0.066
C -1.52657 -0.47869 -0.28734 -0.117
C -1.45836 -1.72356 0.00605 -0.352
C -1.95963 -2.73703 -1.01723 -0.053
C -0.60685 -2.06104 1.23365 -0.008
N 1.08721 1.35905 -0.84236 0.202
N 1.41058 1.81529 1.20639 0.127
O 2.91418 2.31625 -1.95578 0.097
H 3.45444 2.38657 1.11560 0.136
H -1.39590 0.42297 1.67669 0.129
H -1.61495 1.40665 0.32452 0.104
H -2.12909 -0.08651 -1.28626 0.167
H -1.47303 -3.69190 -1.09002 0.060
H -2.09950 -2.22846 -2.08019 0.117
H -3.00140 -3.05171 -0.62027 0.112
H -0.02700 -1.20713 1.25996 0.020
H -0.04948 -2.93910 1.02916 0.085
H -1.07401 -2.07936 2.16402 0.076
H 0.58276 1.29119 -1.75945 0.210
H 1.47126 1.95353 2.18999 0.178
H 2.99403 3.21862 -2.22421 0.119

***

Energies in kJ/mol, measured from the most stable structure: *one* 79.0; *two* 0.0; *three* 95.5.

***

*one*
9
Properties=species:S:1:pos:R:3:lowdin_charge:R:1 method="wB97M-V/def2-TZVPD" e_lumo_ev="-2.3 / -1.7" orbital_gap_ev="6.81 / 6.93"
C 2.00080 -0.33807 -0.04809 -0.624
P -2.65025 0.92654 0.18516 0.288
S 2.12428 1.11737 0.99291 0.500
S -1.23286 -0.47850 0.67416 0.127
H 2.87716 -0.98600 0.09121 0.015
H 2.21877 -0.11919 -1.18759 0.080
H 0.97258 -0.68955 0.17796 -0.153
H -2.53695 0.73427 -1.25728 -0.150
H -3.77354 -0.16687 0.37156 -0.083

***

*two*
9
Properties=species:S:1:pos:R:3:lowdin_charge:R:1 method="wB97M-V/def2-TZVPD" smiles=CPSS e_lumo_ev=0.3 orbital_gap_ev=8.51
C -1.79505 0.09116 0.18487 -0.362
P -0.18695 0.64471 -0.63605 0.457
S 2.80460 -0.04852 -0.69258 0.199
S 1.06043 -0.91506 0.10392 0.001
H -2.09510 -0.68784 -0.44930 -0.001
H -2.41925 0.87347 0.26595 -0.016
H -1.31126 -0.46599 1.00197 0.001
H 0.26168 1.49246 0.47075 -0.084
H 3.68089 -0.98439 -0.24953 -0.194

***

Energies in kJ/mol, measured from the most stable structure: *one* 249.4; *two* 0.0.

***

*one*
18
Properties=species:S:1:pos:R:3:lowdin_charge:R:1 method="wB97M-V/def2-TZVPD" e_lumo_ev="-0.7 / -0.7" orbital_gap_ev="8.73 / 7.29"
C 0.29043 3.95259 0.93503 -0.108
C 0.71135 3.24239 2.03398 -0.097
C 0.43045 3.05502 -0.10820 -0.035
C -0.52734 -2.64174 -1.00415 -0.217
C -0.31416 -1.37471 -0.70321 -0.352
C -1.66549 -3.26527 -1.76335 -0.075
N 0.77013 1.89674 0.27743 -0.076
N 1.14030 2.03395 1.52505 -0.062
O 2.00892 -2.07822 0.18851 -0.576
S 1.11721 -0.88965 0.26982 0.915
H -0.11369 4.89745 1.01878 0.062
H 0.68265 3.62202 3.08147 0.126
H 0.39478 -3.20329 -0.95506 0.088
H -0.83238 -0.46150 -0.86074 0.044
H -2.55748 -3.12191 -1.16491 0.079
H -1.66178 -2.60874 -2.60936 0.071
H -1.51991 -4.27192 -2.11760 0.070
H 1.64601 1.21679 1.95652 0.144

***

*two*
18
Properties=species:S:1:pos:R:3:lowdin_charge:R:1 method="wB97M-V/def2-TZVPD" e_lumo_ev=0.7 orbital_gap_ev=8.02
C 0.31576 1.67259 0.43849 -0.135
C 1.45750 0.96887 0.19386 -0.088
C -1.17940 -0.10062 0.31164 -0.539
C 0.84489 -1.42209 0.13871 -0.241
C 3.00664 -0.66994 -0.42337 -0.053
C -3.92609 0.04993 -0.22333 -0.324
N -0.94928 1.16049 0.40269 -0.030
N 1.67317 -0.40788 0.08193 -0.105
O 0.72615 -2.58467 0.36561 0.112
S -2.48218 -1.10116 0.05206 0.877
H 0.35567 2.66786 0.65325 0.071
H 2.31933 1.43380 0.44593 0.073
H 3.19901 -1.61054 -0.89962 0.073
H 3.23875 0.11029 -1.28035 0.138
H 3.83275 -0.74514 0.35633 0.115
H -4.39132 -0.09495 -1.18914 0.030
H -3.53067 1.01091 -0.05816 -0.001
H -4.51070 -0.33775 0.63348 0.027

***

Energies in kJ/mol, measured from the most stable structure: *one* 142.5; *two* 0.0.